[1]
A cluster of 6 separate species, C5H23NO6S in total in a non-equilibrium geometry. Source: the OMol25 dataset; level of theory: wB97M-V/def2-TZVPD.

Geometry (Å):
C 1.68 0.21 2.47
C 1.00 -1.17 2.67
O 1.98 -2.08 2.29
C 1.74 0.79 1.02
N 0.36 1.06 0.68
C 0.05 1.10 -0.76
C -0.67 2.47 -0.89
S -0.13 3.53 -2.29
H 2.73 0.12 2.83
H 1.20 0.93 3.06
H 0.85 -1.26 3.82
H 0.00 -1.23 2.25
H 1.68 -2.86 1.76
H 2.22 1.86 0.89
H 2.41 0.09 0.48
H -0.16 0.26 1.16
H 1.05 1.00 -1.29
H -0.70 0.42 -1.16
H -0.43 3.05 0.00
H -1.80 2.44 -0.65
H -0.18 2.92 -3.44
H 0.40 1.08 -3.46
H -0.59 -0.19 -3.49
O 0.00 0.42 -4.01
H -2.44 -3.09 -0.79
H -1.16 -3.58 -1.18
O -1.78 -2.94 -1.47
H -2.50 -0.63 -4.15
H -2.35 -1.26 -2.71
O -2.31 -0.53 -3.27
H 1.40 -2.99 0.10
H 0.48 -4.29 0.49
O 0.54 -3.24 0.60
H -1.24 2.89 2.26
H -2.14 2.19 3.07
O -1.20 2.50 3.11

Calculated values
Lowest unoccupied orbital energy   -0.42 eV
HOMO level   -8.596 eV
F_max   4.41 eV/A
DFT total energy   -30165.188 eV
SMILES string   OCCCNCCS.O.O.O.O.O
Orbital gap   8.178 eV
Relative energy (zero: lowest compared OMol25 entry of this formula, charge and spin)   90.1 kcal/mol

[2]
A cluster of 7 separate species, C5H23NO8 in total in a non-equilibrium geometry. Source: the OMol25 dataset; level of theory: wB97M-V/def2-TZVPD.

Geometry (Å):
C 0.63 0.90 0.66
C 1.53 2.15 0.27
O 2.92 1.82 0.35
C -0.08 0.41 -0.53
N -0.46 -0.96 -0.40
C -1.42 -1.58 -1.38
C -1.04 -3.04 -1.57
O -0.21 1.08 -1.52
H 1.25 0.10 1.02
H -0.08 1.19 1.46
H 1.21 2.43 -0.75
H 1.34 3.02 1.07
H 3.26 2.06 -0.59
H -0.68 -1.15 0.57
H -2.43 -1.43 -1.05
H -1.55 -1.10 -2.49
H 0.01 -3.36 -1.48
H -1.22 -3.55 -0.63
H -1.52 -3.54 -2.43
H -0.60 0.09 3.25
H -1.21 1.68 3.20
O -1.12 0.88 3.59
H -0.89 4.06 0.85
H -1.46 3.14 -0.16
O -1.19 3.19 0.74
H -3.42 -1.29 0.39
H -3.56 0.08 0.00
O -4.02 -0.65 0.36
H 3.54 0.39 -2.37
H 2.74 -0.38 -1.31
O 3.48 -0.42 -1.90
H 0.22 -1.08 4.01
H -1.24 -1.72 3.69
O -0.30 -1.56 3.32
H 0.84 -1.67 -2.40
H 2.39 -1.83 -2.82
O 1.52 -2.14 -2.81

Calculated values
Lowest unoccupied orbital energy   0.18 eV
HOMO level   -10.214 eV
F_max   6.17 eV/A
DFT total energy   -23425.692 eV
SMILES string   CCNC(=O)CCO.O.O.O.O.O.O
Orbital gap   10.393 eV
Relative energy (zero: lowest compared OMol25 entry of this formula, charge and spin)   100.2 kcal/mol

[3]
A cluster of 6 separate species, C5H24N2O5 in total in a non-equilibrium geometry. Source: the OMol25 dataset; level of theory: wB97M-V/def2-TZVPD.

Geometry (Å):
C -0.27 1.31 3.10
C -0.81 1.25 1.74
C -1.22 -0.28 1.17
C -0.31 -0.59 0.06
C -0.01 -3.15 -0.14
N -0.72 -1.91 -0.47
N -2.03 2.15 1.72
H -0.17 2.33 3.45
H 0.69 1.13 3.53
H -0.94 0.84 3.90
H -0.16 1.55 1.02
H -1.18 -0.80 2.17
H -2.24 -0.11 0.92
H -0.53 0.18 -0.80
H 0.68 -0.63 0.48
H 1.14 -2.82 -0.08
H -0.15 -3.61 0.88
H -0.15 -3.86 -1.00
H -1.81 -2.17 -0.41
H -1.76 3.02 2.02
H -2.93 1.89 2.09
H 1.19 -2.31 -2.34
H 0.83 -0.86 -2.76
O 1.52 -1.50 -2.83
H -0.54 0.51 -2.88
H -1.93 0.95 -2.82
O -1.45 0.35 -3.25
H 1.91 -1.63 0.06
H 2.30 -1.28 -1.46
O 2.66 -1.13 -0.53
H 0.81 2.55 -2.37
H 0.53 2.22 -1.06
O 0.04 2.44 -1.93
H 2.30 0.52 -0.59
H 2.67 1.94 0.03
O 2.05 1.51 -0.63

Calculated values
Lowest unoccupied orbital energy   0.48 eV
HOMO level   -8.888 eV
F_max   6.26 eV/A
DFT total energy   -18788.244 eV
SMILES string   CNCC[C@H](C)N.O.O.O.O.O
Orbital gap   9.370 eV
Relative energy (zero: lowest compared OMol25 entry of this formula, charge and spin)   110.8 kcal/mol

[4]
A cluster of 6 separate species, C5H24N2O5 in total in a non-equilibrium geometry. Source: the OMol25 dataset; level of theory: wB97M-V/def2-TZVPD.

Geometry (Å):
C 0.62 0.69 -2.07
N -0.12 -0.56 -2.59
C -1.08 -0.22 -3.68
C -0.18 1.43 -1.01
C 0.34 1.33 0.40
C 1.83 1.80 0.59
N 2.27 3.03 -0.14
H 0.94 1.41 -2.80
H 1.48 0.24 -1.64
H 0.48 -1.38 -2.77
H -1.94 0.13 -3.11
H -1.21 -1.13 -4.34
H -0.88 0.72 -4.29
H -1.21 1.03 -1.04
H -0.36 2.50 -1.28
H 0.41 0.28 0.79
H -0.31 2.01 0.90
H 2.29 1.76 1.56
H 2.47 0.93 -0.01
H 3.16 3.26 0.28
H 1.55 3.82 -0.15
H 0.73 -2.14 2.77
H 1.45 -1.81 4.07
O 1.63 -2.07 3.15
H -1.93 -0.32 2.54
H -1.43 0.04 4.06
O -1.31 -0.46 3.25
H 1.67 -1.56 1.10
H 1.63 -2.44 -0.25
O 1.12 -1.98 0.45
H -2.79 -1.32 0.99
H -3.56 -0.95 2.22
O -3.13 -0.53 1.49
H -1.42 -2.12 -0.45
H -1.23 -2.84 0.79
O -1.96 -2.57 0.21

Calculated values
Lowest unoccupied orbital energy   0.45 eV
HOMO level   -8.679 eV
F_max   4.58 eV/A
DFT total energy   -18790.472 eV
SMILES string   CNCCCCN.O.O.O.O.O
Orbital gap   9.132 eV
Relative energy (zero: lowest compared OMol25 entry of this formula, charge and spin)   59.4 kcal/mol

[5]
A cluster of 7 separate species, C5H24N2O7 in total in a non-equilibrium geometry. Source: the OMol25 dataset; level of theory: wB97M-V/def2-TZVPD.

Geometry (Å):
C 1.49 -0.80 3.97
N 1.08 0.11 2.93
C -1.17 1.16 3.22
C -0.33 0.07 2.59
C -0.40 0.13 1.05
N -0.60 -1.00 0.36
C -0.41 -2.33 0.95
O -0.10 1.20 0.51
H 2.55 -0.75 4.12
H 1.00 -0.65 4.95
H 1.34 -1.84 3.71
H 1.30 1.06 3.20
H -2.22 0.85 3.28
H -1.12 2.15 2.76
H -0.86 1.31 4.25
H -0.75 -0.90 2.86
H -0.39 -0.92 -0.63
H -1.31 -2.61 1.49
H 0.49 -2.41 1.56
H -0.22 -3.02 0.13
H -1.60 4.22 1.56
H -0.85 3.49 0.40
O -1.40 4.26 0.63
H 1.59 -2.98 -1.82
H 2.93 -3.54 -2.26
O 2.50 -2.69 -2.03
H 0.62 1.33 -1.09
H 0.30 1.69 -2.56
O 1.00 1.32 -2.00
H -0.26 -1.42 -3.04
H -1.42 -2.47 -2.99
O -0.82 -1.95 -2.43
H 1.58 -0.07 -3.80
H 1.94 -1.51 -3.29
O 1.28 -0.99 -3.79
H -2.26 0.90 -2.95
H -2.08 2.55 -2.94
O -2.13 1.73 -3.42

Calculated values
Lowest unoccupied orbital energy (alpha / beta)   2.69 / 2.61 eV
HOMO level (alpha / beta)   0.610 / -6.705 eV
F_max   1.63 eV/A
DFT total energy   -22887.043 eV
Total charge   -1
Orbital gap (alpha / beta)   2.084 / 9.311 eV
Spin multiplicity   2
Relative energy (zero: lowest compared OMol25 entry of this formula, charge and spin)   0.0 kcal/mol

[6]
A cluster of 8 separate species, C5H24NO9 in total in a non-equilibrium geometry. Source: the OMol25 dataset; level of theory: wB97M-V/def2-TZVPD.

Geometry (Å):
O -2.64 -1.54 -0.56
C -1.84 -0.65 -0.87
N -1.05 -0.13 0.11
C 0.16 0.66 -0.18
C 1.42 -0.17 0.05
C 2.58 0.28 -0.87
O 3.82 0.20 -0.17
C 0.15 1.94 0.70
H -1.83 -0.26 -1.91
H -1.03 -0.59 1.07
H 0.13 1.01 -1.29
H 1.24 -1.25 -0.21
H 1.70 -0.15 1.12
H 2.46 1.32 -1.21
H 3.18 2.73 1.48
H 1.03 2.56 0.52
H -0.72 2.54 0.52
H 0.16 1.65 1.77
H -0.20 0.84 -3.93
H 0.01 -0.58 -2.68
O -0.50 0.66 -3.11
H -1.33 1.86 -2.62
H -2.08 2.14 -1.26
O -1.85 2.57 -2.10
H -1.98 0.97 2.19
H -1.48 -0.08 3.16
O -1.83 0.82 3.13
H 2.34 1.52 1.81
H 3.79 0.75 0.64
O 3.26 1.83 1.89
H 0.16 -1.83 3.13
H -0.98 -2.27 2.29
O -0.74 -1.63 2.94
H -2.00 -2.68 0.49
H -0.75 -3.53 0.39
O -1.42 -3.34 0.98
H 2.72 -0.39 -1.73
H 0.29 -2.08 -3.09
O 0.37 -1.53 -2.32

Calculated values
Lowest unoccupied orbital energy   2.81 eV
HOMO level   -6.067 eV
F_max   4.39 eV/A
DFT total energy   -25494.042 eV
Total charge   -1
Orbital gap   8.877 eV
Relative energy (zero: lowest compared OMol25 entry of this formula, charge and spin)   30.0 kcal/mol

[7]
A cluster of 8 separate species, C5H24NO9 in total in a non-equilibrium geometry. Source: the OMol25 dataset; level of theory: wB97M-V/def2-TZVPD.

Geometry (Å):
O -0.93 0.80 1.11
C -0.02 1.44 1.64
O -0.23 2.66 2.07
C 1.37 0.88 1.76
C 2.21 1.00 0.46
C 1.35 1.35 -0.73
C 1.10 2.67 -0.97
N 0.77 0.19 -1.43
H -1.11 3.01 2.02
H 1.25 -0.18 1.96
H 1.92 1.21 2.64
H 2.98 0.24 0.23
H 3.01 1.73 0.69
H 0.26 3.01 -1.58
H 1.70 3.43 -0.49
H -0.16 0.03 -0.96
H 1.44 -0.59 -1.36
H 0.48 0.41 -2.40
H 3.02 -2.37 -0.62
H 1.64 -2.52 -0.11
O 2.10 -2.16 -0.88
H -2.93 -1.55 2.07
H -1.91 -0.92 3.04
O -2.07 -1.72 2.49
H 1.07 -3.08 2.67
H 0.06 -2.36 1.74
O 0.99 -2.60 1.84
H 1.15 -1.00 -4.20
H -0.45 -1.46 -4.25
O 0.19 -0.72 -4.20
H -0.96 -2.38 0.06
H -1.36 -3.34 -1.01
O -0.70 -3.22 -0.36
H -4.49 -0.25 0.72
H -4.01 0.58 2.01
O -4.49 -0.22 1.66
H -1.24 2.03 -3.54
H 0.06 2.15 -4.23
O -0.29 1.99 -3.34

Calculated values
Lowest unoccupied orbital energy (alpha / beta)   0.45 / 0.24 eV
HOMO level (alpha / beta)   -2.531 / -9.696 eV
F_max   2.85 eV/A
DFT total energy   -25488.273 eV
Orbital gap (alpha / beta)   2.979 / 9.933 eV
Spin multiplicity   2
Relative energy (zero: lowest compared OMol25 entry of this formula, charge and spin)   53.5 kcal/mol

[8]
A cluster of 7 separate species, C5H24O7 in total in a non-equilibrium geometry. Source: the OMol25 dataset; level of theory: wB97M-V/def2-TZVPD.

Geometry (Å):
C -1.68 1.61 1.83
O -0.67 1.79 0.83
H -1.19 1.16 2.69
H -2.06 2.58 2.18
H -2.53 1.01 1.51
H -0.96 2.43 0.18
C 2.87 -1.96 -1.69
O 2.81 -3.20 -2.36
H 3.84 -1.84 -1.22
H 2.64 -1.12 -2.35
H 2.13 -1.86 -0.89
H 1.91 -3.47 -2.51
C 1.96 2.54 2.71
O 1.34 2.99 3.93
H 1.68 1.54 2.41
H 1.72 3.24 1.90
H 3.04 2.60 2.88
H 1.33 3.95 3.92
C -0.98 -1.65 0.23
O 0.25 -0.96 0.43
H -0.89 -2.67 0.59
H -1.79 -1.07 0.68
H -1.17 -1.63 -0.85
H 0.11 -0.03 0.67
C 1.31 1.88 -2.14
O 1.30 1.90 -3.57
H 0.98 2.82 -1.72
H 0.86 0.95 -1.77
H 2.37 1.77 -1.88
H 0.50 2.31 -3.89
O -2.63 -5.64 0.05
H -2.99 -4.78 0.28
H -3.35 -6.10 -0.40
O -4.30 -0.12 -0.75
H -3.56 0.12 -1.32
H -4.20 -1.07 -0.60

Calculated values
Lowest unoccupied orbital energy   0.05 eV
HOMO level   -9.870 eV
F_max   1.65 eV/A
DFT total energy   -19903.932 eV
SMILES string   CO.CO.CO.CO.CO.O.O
Orbital gap   9.916 eV
Relative energy (zero: lowest compared OMol25 entry of this formula, charge and spin)   59.5 kcal/mol

[9]
A cluster of 7 separate species, C5H24O7 in total in a non-equilibrium geometry. Source: the OMol25 dataset; level of theory: wB97M-V/def2-TZVPD.

Geometry (Å):
O 10.53 -40.86 19.62
H 10.26 -41.25 20.35
H 10.47 -41.43 18.93
H 11.47 -40.93 19.61
O 13.14 -41.30 19.30
H 13.83 -41.77 19.03
C 15.48 -43.54 21.01
O 14.46 -42.68 21.47
H 15.81 -43.09 20.03
H 15.12 -44.55 20.83
H 16.31 -43.48 21.66
H 14.25 -41.86 20.88
C 14.08 -39.36 22.39
O 12.91 -39.37 21.56
H 14.93 -38.68 22.06
H 14.50 -40.30 22.42
H 13.65 -39.18 23.18
H 13.12 -39.87 20.73
C 12.56 -37.94 18.34
O 12.50 -39.19 17.68
H 12.07 -37.95 19.46
H 11.84 -37.12 17.75
H 13.53 -37.61 18.30
H 12.89 -39.99 18.19
C 16.06 -39.15 19.14
O 15.75 -40.31 19.89
H 15.93 -38.12 19.79
H 15.57 -39.26 18.41
H 17.22 -39.10 18.87
H 14.78 -40.53 19.72
C 13.17 -44.34 17.98
O 12.78 -43.91 19.25
H 12.40 -44.32 17.18
H 13.68 -45.29 17.97
H 13.94 -43.66 17.77
H 13.05 -42.96 19.65

Calculated values
Lowest unoccupied orbital energy   -0.61 eV
HOMO level   -9.650 eV
F_max   14.54 eV/A
DFT total energy   -19897.342 eV
Orbital gap   9.041 eV
Relative energy (zero: lowest compared OMol25 entry of this formula, charge and spin)   211.5 kcal/mol

[10]
A cluster of 8 separate species, C5H25N2O8 in total in a non-equilibrium geometry. Source: the OMol25 dataset; level of theory: wB97M-V/def2-TZVPD.

Geometry (Å):
O -3.13 -0.99 -1.49
C -2.89 -0.11 -0.70
C -1.53 -0.19 0.00
C -1.06 1.25 0.35
C 0.04 1.28 1.40
C 2.41 1.25 1.28
N 1.30 0.81 0.86
N -0.46 -0.76 -0.90
H -3.59 0.71 -0.58
H -1.46 -0.82 0.87
H -1.91 1.78 0.82
H -0.62 1.75 -0.52
H 0.07 2.19 2.02
H -0.22 0.60 2.22
H 3.29 0.73 0.94
H 2.62 1.96 2.07
H 0.47 -0.38 -0.71
H -0.69 -0.57 -1.89
H -0.52 -1.76 -0.80
H -3.02 -1.25 2.92
H -2.10 -0.13 3.23
O -2.08 -1.05 2.89
H 0.88 0.11 -3.59
H -0.33 0.00 -4.49
O 0.04 -0.35 -3.67
H -0.44 -3.45 0.54
H -1.25 -2.75 1.76
O -0.55 -2.68 1.09
H -1.11 3.00 -2.18
H 0.21 3.34 -2.87
O -0.28 2.63 -2.47
H 1.13 -2.11 2.51
H 2.50 -1.87 3.03
O 1.87 -1.51 2.41
H 1.68 1.77 -1.45
H 3.01 1.81 -1.99
O 2.10 1.94 -2.31
H 2.50 -1.59 -0.37
H 1.34 -2.40 0.29
O 1.79 -2.21 -0.55

Calculated values
Lowest unoccupied orbital energy   -2.74 eV
HOMO level   -13.315 eV
F_max   2.87 eV/A
DFT total energy   -24943.925 eV
Total charge   +1
Orbital gap   10.571 eV
Relative energy (zero: lowest compared OMol25 entry of this formula, charge and spin)   62.5 kcal/mol

[11]
A cluster of 7 separate species, C5H25NO7 in total in a non-equilibrium geometry. Source: the OMol25 dataset; level of theory: wB97M-V/def2-TZVPD.

Geometry (Å):
C -1.56 -0.90 -0.75
C -1.27 0.57 -1.13
C -2.35 1.53 -0.64
O -1.32 0.54 -2.59
C -1.30 -1.12 0.80
N 0.01 -1.43 1.38
C 0.54 -2.78 1.03
H -0.75 -1.50 -1.33
H -2.50 -1.20 -1.24
H -0.31 0.92 -0.76
H -2.00 2.55 -0.89
H -3.40 1.28 -0.93
H -2.55 1.44 0.46
H -1.87 1.28 -2.88
H -1.58 -0.12 1.25
H -2.06 -1.88 1.14
H 0.83 -0.91 1.06
H -0.03 -3.45 1.66
H 1.60 -3.05 1.25
H 0.48 -2.80 -0.08
H 1.89 1.71 1.96
H 0.37 1.75 2.00
O 1.14 1.55 2.54
H 1.01 0.78 -2.19
H 2.64 0.67 -2.08
O 1.87 1.24 -2.06
H -0.09 -0.07 4.06
H -1.04 -0.32 3.14
O -0.90 0.39 3.80
H 0.56 -1.36 -1.67
H 0.58 -2.31 -3.03
O 1.04 -1.67 -2.47
H 1.04 2.68 -1.17
H 0.02 3.18 -0.19
O 0.91 2.80 -0.20
H 3.78 0.73 0.28
H 3.18 -0.63 -0.14
O 3.41 -0.08 0.62

Calculated values
Lowest unoccupied orbital energy   0.27 eV
HOMO level   -9.298 eV
F_max   3.18 eV/A
DFT total energy   -21410.852 eV
SMILES string   CNCC[C@H](C)O.O.O.O.O.O.O
Orbital gap   9.566 eV
Relative energy (zero: lowest compared OMol25 entry of this formula, charge and spin)   62.0 kcal/mol

[12]
A cluster of 8 separate species, C5H26N2O7 in total in a non-equilibrium geometry. Source: the OMol25 dataset; level of theory: wB97M-V/def2-TZVPD.

Geometry (Å):
C 2.27 2.74 0.79
C 1.88 1.41 0.17
C 1.36 0.47 1.33
C 1.32 -0.98 0.96
C 0.31 -1.47 0.13
N 0.06 -2.77 -0.37
N 0.93 1.67 -1.00
H 3.12 2.57 1.39
H 1.52 3.24 1.36
H 2.54 3.33 -0.09
H 2.85 1.03 -0.26
H 2.05 0.79 2.21
H 0.33 0.79 1.50
H 1.92 -1.57 1.58
H 0.02 -0.64 -0.67
H 0.54 -3.55 -0.05
H -0.33 -2.94 -1.29
H 0.03 1.51 -0.78
H 0.85 2.62 -1.31
H -2.16 -3.31 -0.55
H -3.24 -2.37 0.08
O -2.88 -2.65 -0.77
H -1.33 3.57 1.40
H -1.77 2.20 1.71
O -1.53 3.03 2.09
H -1.54 -2.50 2.84
H -0.56 -2.83 2.05
O -1.47 -3.14 2.20
H -3.92 0.46 -0.99
H -3.02 -0.70 -0.96
O -2.95 0.28 -1.06
H 1.22 0.00 -2.32
H 1.21 -0.55 -3.77
O 0.91 -0.76 -2.91
H 2.15 -2.21 -1.62
H 3.57 -1.82 -1.03
O 2.81 -2.44 -0.94
H -2.48 2.99 -0.44
H -3.22 1.80 -0.38
O -3.36 2.72 -0.22

Calculated values
Lowest unoccupied orbital energy (alpha / beta)   2.97 / 2.83 eV
HOMO level (alpha / beta)   0.619 / -5.066 eV
F_max   4.57 eV/A
DFT total energy   -22916.228 eV
Total charge   -1
Orbital gap (alpha / beta)   2.355 / 7.898 eV
Spin multiplicity   2
Relative energy (zero: lowest compared OMol25 entry of this formula, charge and spin)   0.0 kcal/mol